ORCA calculation (ωB97M-V/def2-TZVPD) on C82H135BaN19O4 as an isolated structure.

Results
E_HOMO in eV: -7.4501
Orbital gap in eV: 6.58

```
241
Properties=species:S:1:pos:R:3:mulliken_charge:R:1
Ba 2.940 2.600 1.099 1.13
C -0.909 -0.818 1.301 0.11
C -1.740 -1.480 0.258 -0.04
C -1.089 -1.559 -1.235 0.48
O -1.581 -2.368 -2.032 -0.04
C -0.058 -0.611 -1.559 0.17
C 0.478 0.123 -0.550 -0.64
C 0.095 -0.001 0.932 0.71
O 0.674 0.626 1.908 -0.09
O 1.309 1.068 -0.920 -0.91
O -2.821 -1.972 0.518 -0.31
H -1.278 -0.785 2.315 -0.77
H 0.213 -0.512 -2.600 -0.39
C -6.860 2.434 -0.230 -0.88
C -7.340 2.935 -1.598 -0.18
C -8.597 3.898 -1.672 -0.61
C -9.640 3.524 -0.630 0.24
N -10.504 3.276 0.131 -0.46
H -6.042 1.724 -0.347 -0.08
H -7.644 1.890 0.297 0.66
H -6.528 3.278 0.374 0.28
H -7.591 2.053 -2.186 0.19
H -6.545 3.430 -2.157 0.14
H -9.101 3.974 -2.636 0.39
H -8.202 4.903 -1.523 0.31
C 6.310 0.986 6.489 -1.09
C 5.551 -0.327 6.174 -0.49
C 4.027 -0.140 5.821 -0.22
C 3.751 0.687 4.628 -0.58
N 3.562 1.351 3.685 0.28
H 5.738 1.450 7.293 0.31
H 6.300 1.638 5.616 0.25
H 7.301 0.749 6.875 0.43
H 5.679 -1.014 7.011 0.47
H 5.968 -0.863 5.322 0.08
H 3.514 0.364 6.640 0.45
H 3.532 -1.069 5.538 0.13
C 0.152 -6.222 -4.555 -1.63
C -0.493 -4.993 -3.912 1.16
C -1.911 -4.685 -4.470 1.16
C -2.826 -5.837 -4.293 -0.08
N -3.573 -6.663 -4.082 -0.62
H -0.508 -7.087 -4.498 0.42
H 1.095 -6.477 -4.070 0.41
H 0.314 -6.090 -5.624 0.39
H 0.144 -4.120 -4.054 -0.43
H -0.485 -5.131 -2.831 -0.52
H -1.971 -4.250 -5.467 0.68
H -2.303 -3.940 -3.778 -0.96
C -5.797 -5.465 3.156 -1.16
C -5.316 -4.076 3.566 -0.50
C -3.954 -3.664 3.003 4.84
C -2.861 -4.522 3.452 -0.28
N -2.003 -5.188 3.814 -0.71
H -5.094 -6.266 3.388 0.36
H -5.755 -5.463 2.066 0.03
H -6.814 -5.631 3.509 0.45
H -5.337 -4.039 4.655 0.39
H -5.947 -3.292 3.147 0.18
H -3.674 -2.676 3.369 -1.95
H -3.882 -3.689 1.915 -1.49
C 3.358 -2.759 -4.459 -1.60
C 2.532 -2.744 -3.156 0.27
C 3.282 -2.358 -1.869 4.06
C 4.520 -3.051 -1.599 -0.40
N 5.526 -3.593 -1.409 -0.73
H 2.732 -3.033 -5.308 0.39
H 4.202 -3.448 -4.431 0.41
H 3.757 -1.767 -4.676 0.17
H 2.270 -3.760 -2.861 0.61
H 1.593 -2.198 -3.251 -0.63
H 2.612 -2.541 -1.029 -1.51
H 3.528 -1.296 -1.861 -1.12
C -6.090 -1.848 -3.395 -1.69
C -4.979 -2.653 -2.671 0.58
C -5.279 -2.845 -1.121 2.21
C -6.509 -3.599 -0.672 0.01
N -7.472 -4.229 -0.361 -0.68
H -6.905 -2.543 -3.599 0.46
H -5.797 -1.403 -4.346 0.40
H -6.499 -0.991 -2.860 0.32
H -3.951 -2.331 -2.840 -0.74
H -4.813 -3.643 -3.096 0.61
H -5.368 -1.875 -0.632 -0.18
H -4.501 -3.477 -0.692 -1.42
C 4.293 4.210 6.281 -1.06
C 2.858 3.835 6.809 -0.23
C 1.705 4.464 6.005 -0.52
C 1.769 4.208 4.527 0.13
N 1.871 4.043 3.407 -0.34
H 4.385 5.269 6.038 0.38
H 4.605 3.603 5.431 0.09
H 5.020 4.011 7.069 0.38
H 2.704 4.242 7.809 0.41
H 2.732 2.756 6.888 0.00
H 1.650 5.551 6.055 0.50
H 0.734 4.090 6.331 0.30
C 7.111 -0.373 2.188 -0.89
C 6.743 -1.878 1.933 -0.87
C 5.204 -2.016 2.058 0.09
C 4.425 -1.081 1.248 -0.40
N 3.795 -0.326 0.640 0.57
H 7.157 -0.135 3.250 0.23
H 6.512 0.347 1.629 0.09
H 8.131 -0.235 1.828 0.40
H 7.245 -2.555 2.624 0.49
H 7.028 -2.247 0.948 0.37
H 4.829 -1.875 3.071 0.21
H 4.993 -3.034 1.731 -0.05
C 7.755 2.744 -2.314 -0.65
C 8.090 1.320 -1.787 -1.10
C 6.854 0.442 -1.392 0.93
C 6.098 0.028 -2.575 -0.02
N 5.480 -0.291 -3.537 -0.43
H 7.310 2.649 -3.305 0.05
H 8.667 3.308 -2.510 0.46
H 7.032 3.240 -1.666 0.06
H 8.725 1.425 -0.907 0.41
H 8.723 0.755 -2.471 0.46
H 6.229 0.987 -0.684 -0.26
H 7.241 -0.468 -0.933 0.03
C -1.647 4.702 3.882 -1.65
C -1.700 3.198 3.498 0.61
C -2.034 3.050 1.969 1.05
C -0.956 3.622 1.116 -0.32
N -0.089 4.092 0.467 -0.41
H -2.585 5.236 3.727 0.40
H -0.865 5.170 3.284 0.36
H -1.337 4.856 4.915 0.40
H -2.397 2.621 4.105 0.10
H -0.760 2.746 3.814 -0.35
H -2.881 3.690 1.724 0.74
H -2.280 2.017 1.726 -0.77
C 4.674 2.353 -5.643 -1.25
C 3.249 2.433 -5.063 -0.20
C 2.958 1.628 -3.719 2.11
C 3.649 2.167 -2.523 0.09
N 4.198 2.546 -1.530 -0.68
H 4.816 3.107 -6.418 0.45
H 4.717 1.390 -6.151 0.41
H 5.469 2.478 -4.908 0.00
H 2.488 2.167 -5.797 0.09
H 3.130 3.498 -4.864 0.16
H 3.130 0.555 -3.793 -0.65
H 1.909 1.735 -3.444 -0.35
C -3.768 1.764 -3.988 -1.55
C -3.514 0.898 -2.773 1.65
C -2.781 1.676 -1.713 2.73
C -3.434 2.912 -1.349 -0.48
N -3.939 3.883 -0.973 -0.80
H -2.920 2.295 -4.420 0.04
H -4.504 2.520 -3.713 0.39
H -4.185 1.088 -4.733 0.49
H -2.934 0.003 -3.000 -1.07
H -4.432 0.546 -2.303 -0.03
H -1.796 1.948 -2.091 -0.24
H -2.598 1.122 -0.792 -1.05
C 2.789 -4.893 1.110 -1.94
C 1.719 -3.769 1.158 1.46
C 0.762 -3.858 2.374 1.40
C 1.296 -3.180 3.607 -0.07
N 1.705 -2.697 4.591 -0.71
H 3.424 -4.881 1.995 0.43
H 3.541 -4.626 0.368 0.39
H 2.314 -5.852 0.897 0.33
H 1.191 -3.834 0.207 -0.24
H 2.177 -2.780 1.184 -0.48
H 0.414 -4.852 2.655 0.83
H -0.133 -3.300 2.098 -1.35
C -0.407 1.060 -6.919 -1.38
C 0.100 -0.089 -6.048 0.41
C -1.055 -0.901 -5.415 2.84
C -2.168 -1.429 -6.242 -0.18
N -3.020 -1.786 -6.922 -0.63
H 0.416 1.766 -7.028 0.44
H -1.268 1.534 -6.447 0.24
H -0.710 0.624 -7.870 0.40
H 0.676 0.318 -5.217 -0.52
H 0.709 -0.807 -6.598 0.51
H -1.592 -0.352 -4.642 -1.17
H -0.568 -1.729 -4.900 -0.96
C -5.516 -0.285 2.271 -0.54
C -4.608 0.449 3.282 0.82
C -5.234 0.756 4.650 -0.71
C -5.594 -0.468 5.407 0.17
N -5.856 -1.423 5.992 -0.59
H -6.333 0.378 1.986 0.22
H -5.850 -1.168 2.814 0.07
H -4.908 -0.528 1.399 0.01
H -4.333 1.352 2.737 0.32
H -3.652 -0.060 3.411 -0.61
H -5.985 1.545 4.685 0.53
H -4.440 1.208 5.246 0.27
C -1.560 5.597 -4.314 -1.46
C -0.351 4.642 -4.051 -0.03
C 0.167 4.928 -2.631 1.83
C 0.540 6.308 -2.285 -0.16
N 0.805 7.414 -2.009 -0.64
H -2.305 5.382 -3.548 0.28
H -2.076 5.424 -5.259 0.42
H -1.316 6.660 -4.287 0.41
H 0.384 4.953 -4.793 0.34
H -0.619 3.593 -4.174 0.08
H 1.077 4.364 -2.427 -0.48
H -0.568 4.630 -1.882 -0.63
C -1.454 -2.253 6.432 -1.34
C -1.944 -1.040 5.575 0.81
C -0.874 -0.132 5.016 2.47
C -0.199 0.725 6.006 0.17
N 0.302 1.367 6.840 -0.69
H -0.988 -2.037 7.393 0.37
H -0.799 -2.854 5.800 0.18
H -2.324 -2.865 6.670 0.44
H -2.489 -0.355 6.225 0.33
H -2.508 -1.430 4.728 -1.05
H -1.401 0.488 4.292 -1.06
H -0.134 -0.715 4.467 -0.73
C 4.989 5.766 -3.540 -0.59
C 5.550 6.481 -2.226 -0.55
C 4.514 7.044 -1.255 -0.45
C 3.760 6.052 -0.543 -0.04
N 3.137 5.289 0.081 -0.26
H 4.357 6.410 -4.152 0.42
H 4.489 4.814 -3.358 -0.17
H 5.874 5.516 -4.126 0.38
H 6.186 7.313 -2.527 0.39
H 6.185 5.839 -1.616 0.21
H 3.867 7.760 -1.763 0.33
H 5.031 7.569 -0.452 0.35
C -3.595 -7.163 0.814 -1.61
C -3.457 -5.992 -0.166 0.54
C -2.085 -5.283 -0.181 3.58
C -0.924 -6.180 -0.159 -0.18
N 0.017 -6.843 -0.094 -0.74
H -4.649 -7.412 0.940 0.47
H -3.238 -6.877 1.803 0.20
H -3.015 -8.050 0.556 0.41
H -4.269 -5.288 0.015 -0.66
H -3.737 -6.329 -1.164 0.36
H -1.971 -4.709 0.739 -1.10
H -1.964 -4.682 -1.083 -1.20
```